C5H14NS2 | ωB97M-V/def2-TZVPD

Each line ends with the natural charge from an NBO analysis.
Element x y z (Å)
C (-3.253391, -0.541910, 0.150214)  -0.613
C (-2.151189, 0.515628, 0.312823)  -0.466
S (-0.633835, -0.480180, 0.592213)  0.185
C (0.657416, 0.554354, -0.179852)  -0.088
C (0.867599, 0.267227, -1.668556)  -0.697
S (0.491397, 2.301771, 0.418727)  0.076
N (2.027186, 0.005976, 0.625688)  -0.552
C (2.062189, -1.426299, 0.911014)  -0.452
H (-3.033493, -1.090979, -0.785233)  0.221
H (-3.084066, -1.222101, 0.954902)  0.217
H (-4.189378, 0.108796, 0.158481)  0.243
H (-2.347539, 0.991965, 1.198395)  0.217
H (-1.946713, 1.210677, -0.484018)  0.223
H (-0.107734, 0.376330, -2.232545)  0.271
H (1.537885, 0.905006, -2.162513)  0.233
H (1.320229, -0.825223, -1.814587)  0.245
H (0.733469, 2.886824, -0.662122)  0.126
H (2.085202, 0.511206, 1.567731)  0.450
H (2.765611, 0.319186, 0.096718)  0.419
H (1.067539, -1.783961, 1.006434)  0.245
H (2.612212, -2.018894, 0.057965)  0.246
H (2.519394, -1.565401, 1.938124)  0.249

Cartesian forces (eV/Å) of the 2 atoms listed first:
C 0.3226 2.0397 -1.6304
C 0.8246 -2.0539 -1.1190

As for the spin multiplicity: 1. The SMILES is CCS[C@@](C)(S)[NH2+]C. As for the molecular weight: 152.31 g/mol. The max |F| comes out at 0.081 Eh/bohr. The LUMO energy is -3.07 eV. The value obtained for the energy relative to the best compared isomer or geometry (same formula, charge and spin) is 2.3266 eV. The total charge is +1.

---

C28H36MoN2OS6 | ωB97M-V/def2-TZVPD

Each line ends with the Mulliken charge.
Element x y z (Å)
Mo (10.568948, 11.078152, 15.455976)  -0.662
S (12.261279, 12.700525, 19.302607)  -0.233
C (11.640689, 12.233056, 17.879849)  0.370
S (12.607437, 11.959227, 16.465576)  -0.383
S (9.939447, 12.046726, 17.481557)  -0.259
S (8.346784, 11.591195, 14.652041)  -0.360
C (8.581515, 12.668384, 13.321101)  0.423
N (7.642598, 13.567198, 12.932409)  0.083
C (7.385778, 13.684697, 11.479008)  -0.684
C (8.702615, 13.654324, 10.685808)  -0.731
N (9.651704, 12.641415, 11.172082)  0.246
C (10.114897, 11.616400, 10.259748)  -1.349
C (9.020442, 10.710538, 9.742506)  0.702
C (8.447683, 9.764255, 10.600804)  0.292
C (7.550231, 8.828223, 10.103336)  -0.733
C (7.110652, 8.857892, 8.785613)  -0.519
C (7.672057, 9.790549, 7.901778)  -0.535
C (8.653873, 10.673643, 8.362052)  -0.375
C (9.746697, 12.467704, 12.516805)  0.156
S (11.244565, 12.005089, 13.211848)  -0.461
C (7.019381, 14.595817, 13.820119)  -1.135
C (7.589522, 15.940081, 13.506743)  0.717
C (6.769569, 16.998324, 13.135930)  -0.355
C (7.325853, 18.207074, 12.683302)  -0.504
C (8.698004, 18.423831, 12.756243)  -0.526
C (9.534328, 17.376071, 13.194477)  -0.559
C (8.986243, 16.148325, 13.624915)  -0.360
H (6.850483, 14.616532, 11.313918)  0.453
H (6.734864, 12.860123, 11.190427)  0.369
H (9.122498, 14.645741, 10.805383)  0.387
H (8.480846, 13.484830, 9.637605)  0.405
H (10.812536, 11.007197, 10.864006)  0.329
H (10.702279, 12.067528, 9.453349)  0.435
H (8.631728, 9.846682, 11.709036)  0.144
H (7.186425, 8.092907, 10.815062)  0.417
H (6.423909, 8.112273, 8.375199)  0.351
H (7.491179, 9.800700, 6.831096)  0.354
H (9.142362, 11.380253, 7.675255)  0.364
H (7.215560, 14.271168, 14.864064)  0.409
H (5.911089, 14.544999, 13.654006)  0.290
H (5.683394, 16.840532, 13.136044)  0.342
H (6.631568, 18.918216, 12.281221)  0.392
H (9.116632, 19.349799, 12.445005)  0.416
H (10.629791, 17.430323, 13.228463)  0.377
H (9.639825, 15.363678, 14.024277)  0.466
C (11.146984, 7.004454, 15.882212)  -1.827
C (11.197751, 8.121734, 14.881879)  2.762
C (12.630334, 8.536723, 14.601497)  -1.701
C (10.573302, 7.623630, 13.569356)  -1.386
C (10.349318, 9.216639, 15.471353)  -0.276
H (11.605054, 7.260419, 16.853263)  0.353
H (11.670896, 6.123956, 15.446596)  0.416
H (10.091336, 6.686599, 16.116029)  0.387
H (13.198100, 7.641004, 14.273473)  0.472
H (13.102490, 8.909966, 15.489275)  0.290
H (12.739942, 9.285413, 13.790949)  0.258
H (11.304299, 6.876152, 13.142714)  0.417
H (10.461354, 8.467276, 12.834742)  0.104
H (9.587742, 7.135190, 13.717825)  0.398
H (9.338880, 8.819978, 15.713888)  0.380
O (13.028069, 8.144707, 19.389896)  -0.577
S (14.037763, 8.928034, 20.144752)  0.344
C (15.426739, 9.506665, 18.979852)  -0.346
C (16.662184, 8.650313, 19.301061)  -0.572
C (16.144384, 7.337365, 19.949008)  -0.571
C (15.086500, 7.711330, 20.981226)  -0.669
H (15.558383, 10.580574, 19.138624)  0.369
H (15.014550, 9.395068, 17.979134)  0.089
H (17.233692, 9.276807, 20.056843)  0.254
H (17.337325, 8.541154, 18.408352)  0.326
H (16.941379, 6.818030, 20.491159)  0.322
H (15.720433, 6.713524, 19.156839)  0.295
H (15.484666, 8.264084, 21.862490)  0.327
H (14.387462, 6.956541, 21.364810)  0.398

Cartesian forces (eV/Å) of the 2 atoms listed first:
Mo 0.4869 -0.2492 -0.2414
S -0.1891 -0.0698 0.1775

As for the spin multiplicity: 3. The expectation value of S² is 2.0211. As for the molecular weight: 704.95 g/mol. The max |F| comes out at 0.036 Eh/bohr. The LUMO energy (alpha / beta) is -0.90 / -1.33 eV. The value obtained for the energy relative to the best compared isomer or geometry (same formula, charge and spin) is 0.0000 eV.

---

C3H5IO | ωB97M-V/def2-TZVPD

Each line ends with the natural charge from an NBO analysis.
Element x y z (Å)
C (0.527910, -0.834280, 0.740423)  -0.684
C (0.219720, -0.059553, -0.505788)  -0.347
I (-1.168236, -1.283553, -1.757089)  0.052
C (-0.630697, 1.306052, -0.249888)  0.431
O (-1.078510, 1.603168, 0.810041)  -0.502
H (1.583929, -0.661420, 1.124672)  0.226
H (-0.039135, -0.382113, 1.635038)  0.252
H (0.410628, -1.856120, 0.529242)  0.233
H (0.980454, 0.374982, -1.132092)  0.223
H (-0.806062, 1.792836, -1.194558)  0.117

Cartesian forces (eV/Å) of the 2 atoms listed first:
C 1.4870 2.4865 2.0802
C -2.2500 2.0751 0.2178

As for the spin multiplicity: 1. The SMILES is C[C@@H](I)C=O. As for the molecular weight: 183.98 g/mol. The max |F| comes out at 0.069 Eh/bohr. The LUMO energy is -0.17 eV. The value obtained for the energy relative to the best compared isomer or geometry (same formula, charge and spin) is 0.2447 eV.